1.
Density functional theory data (the ωB97M-V functional and the def2-TZVPD basis) for 2 unconnected molecules or ions with the total composition C21H18F3N2O.

total charge = +1
LUMO energy = -6.28 eV
E = -1295.1125 a.u.

```
45
C21H18F3N2O (the ωB97M-V functional and the def2-TZVPD basis)
C 1.6821 -6.0127 2.9566
C 0.4274 -6.4493 2.5892
C -0.5121 -5.5457 2.1470
C -0.2102 -4.1950 2.0597
C -1.2390 -3.2524 1.5700
N -0.8618 -2.0276 1.0591
N -1.8373 -1.1550 0.5794
O -2.4212 -3.5492 1.5923
C 1.0515 -3.7652 2.4492
C 1.9902 -4.6701 2.8910
H 2.4214 -6.7194 3.2935
H 0.1842 -7.4966 2.6437
H -1.4984 -5.8700 1.8644
H 0.1107 -1.7462 0.9091
H -2.4504 -1.5961 -0.0932
H -2.4508 -0.8170 1.3093
H 1.2843 -2.7160 2.4187
H 2.9683 -4.3280 3.1831
F -3.9040 5.6540 -2.9708
C -3.5017 4.6948 -3.8279
F -4.5429 3.9162 -4.1780
F -2.9451 5.2518 -4.9205
C -2.4550 3.8412 -3.1418
C -2.3499 2.4905 -3.4124
C -1.3974 1.7311 -2.7816
C -0.4981 2.3026 -1.8507
C 0.4559 1.4435 -1.2410
C 1.5048 1.6528 -0.3032
C 2.3261 0.5487 0.0209
C 3.3672 0.6624 0.9081
C 3.6379 1.8745 1.5134
C 2.8533 2.9745 1.2281
C 1.8085 2.8703 0.3444
C -0.6223 3.6900 -1.6194
C -1.5837 4.4333 -2.2516
H -3.0342 2.0558 -4.1214
H -1.3261 0.6798 -3.0041
H 0.3725 0.4186 -1.5637
H 2.1336 -0.3984 -0.4530
H 3.9805 -0.1944 1.1316
H 4.4552 1.9620 2.2088
H 3.0590 3.9192 1.7051
H 1.2132 3.7419 0.1795
H 0.0390 4.2054 -0.9571
H -1.6850 5.4894 -2.0639
```

---

2.
Density functional theory data (the ωB97M-V functional and the def2-TZVPD basis) for a molecular structure, C37H27F5N3O6SSbTcTe in a non-equilibrium geometry.

energy relative to the best compared isomer or geometry (same formula, charge and spin) = 4.877 eV
spin multiplicity = 2
expectation value of S² = 0.968
LUMO energy (spin up / spin down) = -2.17 / -2.19 eV
E = -3528.3543 a.u.

```
82
C37H27F5N3O6SSbTcTe (the ωB97M-V functional and the def2-TZVPD basis)
Tc -1.0858 -1.6534 1.0380
O 1.4778 -6.2414 4.5991
C 0.9483 -5.3099 3.8015
C 1.7015 -4.6746 2.8075
C 1.0724 -3.7380 2.0115
N -0.2020 -3.4143 2.1668
C -0.9173 -3.9802 3.1290
C -0.3960 -4.9495 3.9616
C -2.3043 -3.3832 3.2475
O -3.1052 -3.7958 4.0547
O -2.4813 -2.4083 2.4307
C 1.7111 -2.8920 0.9672
O 2.9187 -2.5445 1.1618
O 0.9878 -2.4746 0.0596
H 2.4212 -6.3588 4.4162
H 2.7541 -4.8797 2.6691
H -1.0130 -5.3873 4.7282
C -3.6251 2.2087 3.8033
C -2.3126 1.9493 3.4397
C -2.0360 1.0544 2.4260
C -3.0809 0.4092 1.7584
C -4.4034 0.6858 2.1178
C -4.6659 1.5760 3.1385
N -2.8024 -0.5351 0.7807
N -3.6717 -0.8143 -0.0904
C -3.3162 -1.8427 -0.9065
C -4.0267 -2.1633 -2.0660
C -3.5679 -3.1936 -2.8630
C -2.4274 -3.9043 -2.5079
C -1.7192 -3.5774 -1.3591
C -2.1366 -2.5466 -0.5380
H -3.8374 2.9012 4.6040
H -1.4931 2.4300 3.9534
H -1.0071 0.8696 2.1607
H -5.1924 0.1708 1.5962
H -5.6869 1.7665 3.4314
H -4.8919 -1.5805 -2.3401
H -4.0840 -3.4384 -3.7784
H -2.0717 -4.7037 -3.1405
H -0.8102 -4.1094 -1.1144
S -0.5284 0.1078 -0.5800
Sb 1.3392 1.4431 -1.2986
C 0.2873 3.2320 -0.7100
C -0.6526 3.7588 -1.5837
C -1.4631 4.8042 -1.1747
C -1.3486 5.3133 0.1085
C -0.4077 4.7883 0.9775
C 0.4109 3.7461 0.5723
C 3.4814 1.8558 -1.3922
C 4.3117 0.9775 -2.0639
C 5.6789 1.2023 -2.0601
C 6.1998 2.2983 -1.3919
C 5.3558 3.1784 -0.7357
C 3.9871 2.9590 -0.7300
C 0.7367 1.2280 -3.3564
C -0.0145 0.1387 -3.7638
C -0.5082 0.0832 -5.0559
C -0.2499 1.1194 -5.9362
C 0.5140 2.2021 -5.5303
C 1.0136 2.2560 -4.2402
H -0.7515 3.3540 -2.5809
H -2.1893 5.2161 -1.8603
H -1.9928 6.1184 0.4300
H -0.3091 5.1863 1.9768
H 1.1303 3.3302 1.2624
H 3.9002 0.1076 -2.5603
H 6.3372 0.5108 -2.5660
H 7.2672 2.4623 -1.3767
H 5.7619 4.0314 -0.2110
H 3.3259 3.6318 -0.2002
H -0.2269 -0.6578 -3.0613
H -1.1011 -0.7644 -5.3660
H -0.6451 1.0821 -6.9404
H 0.7124 3.0094 -6.2189
H 1.6053 3.1006 -3.9132
F 2.7607 -1.7172 3.4202
Te 2.3869 -0.6092 1.8396
F 2.5295 0.6335 3.3391
F 2.1591 1.3251 1.1432
F 4.2636 -0.2928 1.7282
F 2.6663 -0.5459 -0.1623
O 0.6446 -0.7314 2.0672
```

---

3.
Density functional theory data (the ωB97M-V functional and the def2-TZVPD basis) for a molecular structure, C2H3N3O3 in a non-equilibrium geometry.

energy relative to the best compared isomer or geometry (same formula, charge and spin) = 4.426 eV
LUMO energy = 0.08 eV
E = -467.8017 a.u.

```
11
C2H3N3O3 (the ωB97M-V functional and the def2-TZVPD basis)
C 0.7349 0.3642 -0.2321
C -1.3635 -0.2116 0.5916
H 0.5019 -1.2084 -1.9762
H 2.4681 0.9474 -0.9495
H -0.4717 0.1189 2.4116
N -0.5297 -0.3353 -0.3909
N 1.6046 0.3086 -1.2568
N -0.5036 0.5356 1.4720
O -0.6729 -0.7001 -1.7190
O 0.7712 0.6388 1.0205
O -2.5393 -0.4581 1.0288
```

---

4.
Density functional theory data (the ωB97M-V functional and the def2-TZVPD basis) for a molecular structure, C16H23AuBrIN2O2P2.

total charge = +2
energy relative to the best compared isomer or geometry (same formula, charge and spin) = 2.602 eV
LUMO energy = -7.97 eV
E = -4573.0569 a.u.

```
48
C16H23AuBrIN2O2P2 (the ωB97M-V functional and the def2-TZVPD basis)
Au 0.2461 -0.4715 0.3811
C -2.9101 0.3897 0.5004
P -1.7272 -0.4444 1.5586
C -2.3886 -2.0365 2.0062
C -1.4138 0.5557 3.0501
C -0.0205 0.2063 3.5730
P 1.1794 0.5457 2.2373
C 1.6015 2.2943 2.2815
C 2.6645 -0.4379 2.4653
H -3.8488 0.4959 1.0508
H -3.0947 -0.2203 -0.3849
H -2.5558 1.3770 0.2081
H -3.2751 -1.8619 2.6215
H -1.6562 -2.6279 2.5533
H -2.6573 -2.5741 1.0981
H -2.2044 0.3846 3.7830
H -1.4592 1.6091 2.7593
H 0.0561 -0.8559 3.8220
H 0.2496 0.7790 4.4622
H 1.8525 2.5681 3.3085
H 0.7723 2.9153 1.9437
H 2.4789 2.4752 1.6605
H 3.1916 -0.1148 3.3660
H 3.3166 -0.3119 1.6000
H 2.3949 -1.4921 2.5557
Br 0.3131 -4.3720 2.5165
C -0.0002 -5.2635 0.8519
C -0.2975 -6.6126 0.8806
C -0.4055 -7.2949 -0.3232
C -0.1892 -6.6403 -1.5263
C 0.1167 -5.2883 -1.5394
C 0.1940 -4.5843 -0.3446
C 0.5268 -3.1292 -0.3174
O 1.6733 -2.7203 -0.2942
O -0.5182 -2.3353 -0.2594
H -0.4233 -7.1263 1.8232
H -0.6405 -8.3504 -0.3143
H -0.2541 -7.1848 -2.4580
H 0.2913 -4.7754 -2.4763
I 4.8726 -0.2532 -3.9025
C 3.4776 0.2521 -2.4794
C 3.2812 1.4825 -1.8999
N 2.2799 1.3530 -1.0090
N 1.7801 0.0885 -1.0197
C 2.5200 -0.5863 -1.9018
H 3.7635 2.4308 -2.0728
H 1.7642 2.1001 -0.5760
H 2.3469 -1.6326 -2.0728
```

---

5.
Density functional theory data (the ωB97M-V functional and the def2-TZVPD basis) for a molecular structure, C26H42N3PtSeSi4Te.

total charge = -1
energy relative to the best compared isomer or geometry (same formula, charge and spin) = 1.466 eV
LUMO energy = 2.41 eV
E = -5127.1452 a.u.

```
78
C26H42N3PtSeSi4Te (the ωB97M-V functional and the def2-TZVPD basis)
Pt 1.2723 0.4206 1.2716
C 3.0912 -2.0366 -0.6044
N 2.6568 -1.4884 0.6683
C 3.2310 -1.8925 1.7392
C 2.8671 -1.3396 3.0079
C 3.2082 -1.6708 4.3161
C 2.4566 -0.8279 5.1466
C 1.6987 -0.0097 4.3044
N 1.9560 -0.3180 3.0234
C 3.5053 -0.9449 -1.5605
C 4.8182 -0.4850 -1.5829
C 5.1921 0.5413 -2.4369
C 4.2535 1.1169 -3.2855
C 2.9439 0.6602 -3.2712
C 2.5748 -0.3653 -2.4110
H 2.2716 -2.6103 -1.0430
H 3.9363 -2.7228 -0.4511
H 4.0100 -2.6604 1.6961
H 3.8984 -2.4435 4.6195
H 2.4563 -0.8043 6.2245
H 1.0180 0.7880 4.5575
H 5.5471 -0.9220 -0.9088
H 6.2131 0.9019 -2.4332
H 4.5406 1.9296 -3.9407
H 2.1977 1.1145 -3.9116
H 1.5455 -0.6990 -2.3811
Se 2.4387 2.3951 2.0741
C 2.5981 3.6926 0.6980
C 2.8900 5.0103 1.0542
C 3.0721 5.9608 0.0654
N 2.9867 5.7116 -1.2428
C 2.7185 4.4481 -1.5744
C 2.5264 3.4211 -0.6637
H 2.9664 5.2905 2.0977
H 3.2953 6.9879 0.3382
H 2.6619 4.2351 -2.6377
H 2.3597 2.4141 -1.0163
C -3.5855 -2.3778 2.0160
Si -2.0551 -1.2851 1.8636
C -2.1163 0.0594 3.1643
C -0.6001 -2.4349 2.1620
Si -2.0439 -0.2890 -0.2674
Te -0.2116 1.3916 -0.6912
Si -1.9854 -1.9295 -1.9313
C -0.7647 -3.2960 -1.5024
C -3.6754 -2.7293 -2.1887
C -1.4435 -1.1770 -3.5642
Si -3.9567 1.0191 -0.5775
C -5.5593 0.0871 -0.2270
C -3.9211 2.5350 0.5239
C -3.9951 1.5908 -2.3684
H -3.6894 -2.7481 3.0404
H -3.4981 -3.2446 1.3549
H -4.5025 -1.8470 1.7539
H -2.1286 -0.3596 4.1744
H -3.0048 0.6823 3.0396
H -1.2340 0.6973 3.0649
H -0.5830 -2.7707 3.2036
H 0.3622 -1.9559 1.9729
H -0.6727 -3.3142 1.5182
H -1.1213 -3.8932 -0.6602
H 0.2048 -2.8747 -1.2259
H -0.6180 -3.9664 -2.3545
H -4.1164 -3.0381 -1.2376
H -3.5975 -3.6139 -2.8278
H -4.3665 -2.0308 -2.6678
H -0.4152 -0.8185 -3.4910
H -2.0675 -0.3214 -3.8315
H -1.4988 -1.9112 -4.3739
H -5.6810 -0.0726 0.8472
H -5.5776 -0.8877 -0.7192
H -6.4250 0.6578 -0.5768
H -3.8805 2.2530 1.5779
H -4.8131 3.1495 0.3690
H -3.0375 3.1381 0.3077
H -4.1622 0.7482 -3.0446
H -3.0440 2.0585 -2.6350
H -4.7924 2.3206 -2.5365
```

---

6.
Density functional theory data (the ωB97M-V functional and the def2-TZVPD basis) for C5H9N in the gas phase in a non-equilibrium geometry.

energy relative to the best compared isomer or geometry (same formula, charge and spin) = 4.508 eV
spin multiplicity = 3
expectation value of S² = 2.009
LUMO energy (spin up / spin down) = 0.89 / -5.86 eV
E = -250.3235 a.u.

```
15
C5H9N (the ωB97M-V functional and the def2-TZVPD basis)
C 1.9125 0.3075 0.0377
C -0.8875 0.9086 -0.8888
C -0.5020 -1.4354 0.0718
C 0.8970 0.5885 1.0267
C -0.5730 -0.0044 0.3322
N 2.6727 -0.0752 -0.6842
H -0.0050 0.8386 -1.5957
H -1.7632 0.3822 -1.3903
H -1.0227 1.9813 -0.9936
H -0.0815 -1.5668 -0.9841
H -1.5753 -1.7772 -0.1325
H 0.1647 -1.8082 0.8307
H 0.9036 1.6198 1.2439
H 1.1732 0.0017 1.9070
H -1.3137 0.0390 1.2192
```